Below is a molecular structure, C23H41N3O3PPtTe, with properties calculated with wB97M-V/def2-TZVPD.

As for the expectation value of S²: 6.03. The total charge is +3. Its highest occupied orbital energy (alpha / beta) is -15.19 / -17.29 eV. As for the LUMO energy (alpha / beta): -0.2970 / -0.4182 hartree. Its spin multiplicity is 5.

Last column: Mulliken charge in e.
Element x y z (Å)
Pt 0.74 -0.12 0.33  1.645
N 0.95 -2.44 -1.09  -0.178
C 0.58 -2.15 -2.36  0.745
C 1.47 -2.47 -3.42  -0.641
C 1.04 -2.34 -4.70  -0.777
C -0.26 -1.84 -4.97  -0.819
C -1.10 -1.45 -3.94  -1.195
C -0.72 -1.59 -2.61  0.942
C -1.64 -1.15 -1.54  0.837
C -3.02 -1.36 -1.79  -0.575
C -3.99 -0.80 -1.00  -1.206
C -3.61 0.02 0.05  -0.273
C -2.26 0.18 0.36  -0.991
C -1.23 -0.43 -0.39  -0.079
H 1.80 -2.99 -1.03  0.396
H 0.21 -2.81 -0.50  0.323
H 2.44 -2.88 -3.21  0.504
H 1.69 -2.64 -5.52  0.469
H -0.60 -1.75 -6.00  0.474
H -2.06 -1.02 -4.18  0.606
H -3.31 -1.98 -2.63  0.770
H -5.04 -0.96 -1.24  0.532
H -4.36 0.56 0.62  0.596
H -2.00 0.95 1.08  0.726
C 1.35 -0.30 3.42  -1.081
N 1.81 -0.98 2.20  0.040
C 1.45 -2.40 2.26  -1.137
C 3.29 -0.85 2.08  -0.885
C 3.70 -0.78 0.64  -1.043
N 2.99 0.31 -0.04  0.270
C 3.28 0.32 -1.48  -0.791
C 3.37 1.62 0.55  -1.129
H 1.85 -0.72 4.30  0.412
H 0.28 -0.45 3.54  0.110
H 1.56 0.76 3.37  0.399
H 1.81 -2.86 3.19  0.408
H 1.89 -2.95 1.43  0.422
H 0.36 -2.51 2.23  0.119
H 3.78 -1.69 2.57  0.462
H 3.61 0.05 2.60  0.542
H 3.47 -1.72 0.12  0.324
H 4.79 -0.64 0.57  0.492
H 4.32 0.58 -1.67  0.473
H 2.65 1.07 -1.97  0.079
H 3.08 -0.66 -1.91  0.235
H 4.46 1.70 0.63  0.332
H 2.94 1.76 1.53  0.230
H 3.03 2.42 -0.10  0.434
C 1.16 4.51 -1.67  -0.789
O 1.28 3.08 -1.36  -0.193
P 0.30 2.33 -0.39  -0.147
O 0.41 3.21 0.94  -0.335
C -0.35 2.96 2.12  -0.442
O -1.18 2.72 -0.84  -0.286
C -1.67 2.43 -2.17  -0.691
H 0.28 4.67 -2.29  0.299
H 2.05 4.78 -2.21  0.269
H 1.08 5.08 -0.75  0.345
H 0.09 3.55 2.91  0.391
H -0.30 1.90 2.39  -0.072
H -1.39 3.27 1.98  0.335
H -2.28 3.28 -2.47  0.344
H -2.29 1.54 -2.14  0.105
H -0.86 2.30 -2.88  0.375
C -4.60 -2.35 2.46  -0.997
Te -2.79 -1.39 2.96  0.673
C -3.67 0.31 3.85  -1.001
H -5.34 -1.60 2.24  0.375
H -4.90 -2.95 3.32  0.393
H -4.42 -3.00 1.60  0.366
H -4.35 -0.04 4.63  0.414
H -4.22 0.87 3.10  0.353
H -2.89 0.93 4.30  0.370